Formula: C94H202F15N5O16P3S5
Source: OMol25
Level of theory: ωB97M-V/def2-TZVPD

```
! wB97M-V def2-TZVPD RIJCOSX def2/J DEFGRID3
* xyz 3 1
C 5.6290 -27.1370 16.4989
C 5.2501 -28.5418 17.0645
C 3.7661 -28.7395 17.3537
C 2.9761 -28.8966 16.0455
N 1.5546 -28.4796 16.2466
C 0.7625 -28.6926 14.9533
C -0.3918 -27.7218 15.1811
C 0.3703 -26.4902 15.6813
C 1.4665 -27.0191 16.5152
C 0.9090 -29.2447 17.3501
H 6.5928 -27.2882 15.9935
H 5.8247 -26.5366 17.3991
H 4.8455 -26.6151 15.8677
H 5.8148 -28.7936 17.9317
H 5.4757 -29.3044 16.3456
H 3.4504 -27.8463 17.8911
H 3.6296 -29.6190 18.0443
H 3.0350 -29.9160 15.6857
H 3.3371 -28.1701 15.3165
H 0.5844 -29.7211 14.8060
H 1.4489 -28.3610 14.2061
H -1.0918 -28.0351 15.9622
H -0.8733 -27.4127 14.2615
H -0.1690 -25.6714 16.0984
H 0.7819 -25.9949 14.8697
H 1.3790 -26.8352 17.5573
H 2.4108 -26.5478 16.1989
H -0.1838 -29.0528 17.3663
H 1.4347 -28.8715 18.2314
H 1.1981 -30.2783 17.2574
C 1.5820 -30.0452 11.8275
C 0.1685 -30.5957 11.5696
C 0.1260 -31.5405 10.3850
C 1.1279 -32.6351 10.5544
N 0.5694 -33.9758 10.1535
C 1.7909 -34.9800 10.0505
C 1.6082 -35.6251 8.6401
C 0.1785 -35.3390 8.2687
C -0.1090 -33.9372 8.8261
C -0.3843 -34.5318 11.2009
H 1.5973 -28.9404 11.8937
H 2.1503 -30.3826 10.9647
H 1.9451 -30.5201 12.7329
H -0.6136 -29.8903 11.3514
H -0.1924 -31.2031 12.4075
H 0.3460 -31.0705 9.4445
H -0.9129 -31.8443 10.2789
H 1.5553 -32.7340 11.5590
H 1.9474 -32.5352 9.8687
H 1.7657 -35.5985 10.9808
H 2.6862 -34.3947 10.0899
H 1.8632 -36.6780 8.6303
H 2.2551 -34.9865 8.0012
H -0.4775 -36.0058 8.8030
H 0.0587 -35.2203 7.1706
H -1.1427 -33.6282 8.9737
H 0.4324 -33.2183 8.1982
H -1.2618 -33.8582 11.3301
H 0.1465 -34.5432 12.1192
H -0.6570 -35.5978 11.0354
C 1.5758 -24.3175 7.3492
C 2.2693 -23.7647 8.6215
C 3.7824 -23.5007 8.2125
C 4.6097 -23.1334 9.3742
N 6.0793 -23.5640 9.3731
C 6.2635 -25.0705 9.3855
C 7.6133 -25.3040 10.0911
C 7.9345 -23.9563 10.8235
C 6.6383 -23.1632 10.7166
C 6.8623 -22.8450 8.2804
H 0.5619 -24.6333 7.6380
H 2.1369 -25.1190 6.9393
H 1.4822 -23.5001 6.6645
H 2.2391 -24.4948 9.4399
H 1.7934 -22.8542 8.9125
H 3.7374 -22.7838 7.3888
H 4.1722 -24.4293 7.7994
H 4.1455 -23.4960 10.2650
H 4.5803 -22.0867 9.5013
H 6.3165 -25.4500 8.3488
H 5.3762 -25.4163 9.8985
H 8.3565 -25.6157 9.3591
H 7.6069 -26.0628 10.8762
H 8.7313 -23.4327 10.3704
H 8.2950 -24.0879 11.8346
H 6.7609 -22.0225 10.7781
H 5.9142 -23.5119 11.4799
H 7.9117 -23.1200 8.2311
H 6.8379 -21.7991 8.6126
H 6.2933 -22.9708 7.3912
C 5.4604 -27.8514 7.2537
C 6.8524 -28.5139 7.3135
C 7.4800 -28.7365 5.9692
C 6.6049 -29.6778 5.1612
N 7.2236 -30.3973 4.0239
C 7.9542 -29.4603 3.0644
C 7.8958 -30.2231 1.7066
C 6.4855 -30.8909 1.7640
C 6.0615 -30.9719 3.2012
C 8.1636 -31.4474 4.5197
H 4.6708 -28.5254 6.8725
H 5.4359 -27.0110 6.5540
H 5.2230 -27.5349 8.2781
H 6.7758 -29.4463 7.8261
H 7.5143 -27.9047 7.8944
H 8.5319 -29.1306 5.9953
H 7.5547 -27.8042 5.4468
H 5.8432 -29.0307 4.6931
H 6.0557 -30.4423 5.7218
H 8.9876 -29.4017 3.4501
H 7.4385 -28.4778 3.0120
H 8.7192 -30.8481 1.5232
H 7.9658 -29.5141 0.8669
H 6.4242 -31.7847 1.1556
H 5.8443 -30.1868 1.2748
H 5.8577 -31.9826 3.5921
H 5.1666 -30.3782 3.3711
H 8.7632 -31.6792 3.6665
H 7.5753 -32.2957 4.8735
H 8.7600 -31.0356 5.3100
C 7.8878 -30.1580 12.1331
N 6.7983 -31.0146 12.7095
C 6.6961 -32.1935 11.8257
C 7.0446 -31.4676 14.0554
C 5.4555 -30.2350 12.5351
C 5.4452 -28.9312 13.3008
O 6.4120 -28.0040 12.9748
H 8.0777 -29.2655 12.7010
H 7.6107 -29.8313 11.1519
H 8.7435 -30.8119 12.0515
H 6.6022 -31.8778 10.8176
H 5.8755 -32.7568 12.1627
H 7.7153 -32.7336 11.9447
H 6.1756 -32.0501 14.4483
H 7.2002 -30.6494 14.7482
H 7.9654 -32.0537 14.1024
H 4.6459 -30.8558 12.9100
H 5.2376 -30.0983 11.4988
H 5.4893 -29.2239 14.3760
H 4.4036 -28.5733 13.1926
H 6.0477 -27.1346 13.1839
C 16.1924 -37.6163 10.5871
C 14.8555 -37.1046 9.9876
C 13.7754 -37.5729 10.8931
C 12.3703 -37.1469 10.4350
P 11.1229 -37.2941 11.6715
C 9.5782 -37.3416 10.8289
C 8.9284 -36.0943 10.2930
C 7.6868 -36.4920 9.4570
C 8.0973 -37.2448 8.1837
C 11.3091 -38.7515 12.6809
C 11.1855 -40.1989 12.0899
C 11.6736 -41.2228 13.1509
C 13.1743 -41.2326 13.5858
C 11.1378 -35.9035 12.8485
C 12.6153 -35.4552 13.1402
C 12.5913 -34.3941 14.2605
C 12.5030 -34.9180 15.7306
H 16.3587 -37.3502 11.6682
H 17.0783 -37.2652 10.0417
H 16.2874 -38.7066 10.5382
H 14.8046 -37.4034 8.9509
H 14.8448 -36.0339 10.0036
H 14.0267 -37.1856 11.8896
H 13.7079 -38.6558 11.0757
H 12.0172 -37.7321 9.5875
H 12.2601 -36.1662 10.0485
H 8.8914 -37.9157 11.4913
H 9.7183 -37.9918 9.9748
H 9.6583 -35.6398 9.6279
H 8.7594 -35.4095 11.0699
H 7.1756 -35.5440 9.1488
H 6.8326 -36.9320 10.0461
H 7.1437 -37.3393 7.6763
H 8.5837 -38.2102 8.4251
H 8.7760 -36.6845 7.5369
H 10.6721 -38.5540 13.5031
H 12.3741 -38.5444 12.9137
H 11.8269 -40.4076 11.1858
H 10.1154 -40.3546 11.8727
H 11.3506 -42.2079 12.8278
H 11.1093 -41.0033 14.0449
H 13.2863 -42.1438 14.1187
H 13.3496 -40.4193 14.3362
H 13.8084 -41.1980 12.7017
H 10.6483 -36.3189 13.7141
H 10.4705 -35.1230 12.5360
H 12.9984 -35.1397 12.1755
H 13.2392 -36.2464 13.5975
H 11.8657 -33.6083 14.0620
H 13.5620 -33.8305 14.2187
H 13.3836 -35.4849 15.9563
H 11.5971 -35.5047 15.8875
H 12.4438 -34.0481 16.4618
C 12.8956 -21.4203 13.7687
C 13.3007 -22.1060 15.0850
C 13.2160 -23.6258 14.9628
C 14.3112 -24.3189 14.1380
P 14.4112 -26.1732 13.9692
C 14.7837 -26.9837 15.5392
C 13.8483 -26.8164 16.7379
C 13.8828 -28.0069 17.7576
C 13.0429 -29.1400 17.2257
C 12.8481 -26.7357 13.2958
C 12.8374 -28.1814 12.7593
C 11.3694 -28.5936 12.3343
C 11.0473 -27.8285 11.0428
C 15.8127 -26.5037 12.8141
C 15.4920 -26.1074 11.3386
C 16.8077 -26.2905 10.5285
C 16.7499 -25.7333 9.1420
H 13.5875 -21.7324 12.9563
H 13.0006 -20.3599 13.8042
H 11.8794 -21.7371 13.4843
H 12.5477 -21.9353 15.8947
H 14.3590 -21.8551 15.3148
H 12.2753 -23.8360 14.5407
H 13.2664 -24.0177 15.9672
H 15.2762 -24.1093 14.5558
H 14.3284 -23.8506 13.1087
H 15.7910 -26.6906 15.8227
H 14.7355 -28.0176 15.2259
H 12.8740 -26.6201 16.3502
H 14.2775 -25.9158 17.1747
H 13.4456 -27.4895 18.6540
H 14.9415 -28.2765 17.9291
H 13.5349 -29.6723 16.3987
H 12.0876 -28.7091 16.9357
H 12.8222 -29.8794 18.0084
H 12.6576 -25.9894 12.5405
H 12.1443 -26.5898 14.1526
H 13.1763 -28.9149 13.4968
H 13.5674 -28.3125 11.9793
H 10.6881 -28.4097 13.1528
H 11.3605 -29.6520 12.1343
H 11.7299 -28.1233 10.2666
H 10.9635 -26.7581 11.1307
H 10.0334 -28.0660 10.6524
H 16.0487 -27.5738 12.8663
H 16.7356 -26.0160 13.1657
H 15.0055 -25.1045 11.3007
H 14.7959 -26.8343 10.9379
H 17.0537 -27.3681 10.5209
H 17.6866 -25.8840 11.0712
H 15.8645 -26.0331 8.5901
H 17.6986 -25.8051 8.5774
H 16.6058 -24.6480 9.2603
C 12.6875 -38.1591 19.6309
C 11.4631 -38.0162 18.7817
C 10.6764 -36.8115 19.2378
C 9.3993 -36.6072 18.4612
P 8.1379 -35.4843 19.1046
C 7.9238 -34.0542 18.0129
C 9.1353 -33.2084 17.7033
C 8.7690 -31.7806 17.2983
C 9.9268 -31.1047 16.5289
C 6.6519 -36.4954 19.1062
C 5.3323 -35.8268 19.4361
C 4.2334 -36.8837 19.7778
C 4.5302 -37.5553 21.1369
C 8.7209 -34.9540 20.7240
C 7.7387 -34.1081 21.4667
C 8.3934 -33.2067 22.4987
C 7.3448 -32.7056 23.4596
H 12.3330 -38.3855 20.6592
H 13.2182 -37.1845 19.6168
H 13.3870 -38.9330 19.2425
H 10.7159 -38.8681 18.9201
H 11.7631 -37.9941 17.7416
H 11.2875 -35.9211 19.1544
H 10.4196 -36.9506 20.2566
H 8.8733 -37.5786 18.3050
H 9.5957 -36.2544 17.4905
H 7.1250 -33.4933 18.5227
H 7.5253 -34.4628 17.0805
H 9.7103 -33.6539 16.8943
H 9.8226 -33.1900 18.5466
H 8.4486 -31.0713 18.0619
H 7.8083 -31.7863 16.7032
H 9.6446 -30.0717 16.3785
H 10.2343 -31.6698 15.5944
H 10.8146 -31.1284 17.1717
H 6.8751 -37.3885 19.7125
H 6.6203 -36.8339 18.1158
H 5.0433 -35.1944 18.6493
H 5.3222 -35.1111 20.2890
H 4.1111 -37.5433 18.8625
H 3.2206 -36.4798 19.9752
H 4.8163 -36.8494 21.8890
H 5.3222 -38.3498 21.1077
H 3.6564 -38.0082 21.5891
H 9.6588 -34.4212 20.5998
H 8.9122 -35.7923 21.3340
H 7.0826 -34.7333 22.0660
H 7.0312 -33.5406 20.8646
H 8.8922 -32.3737 22.0068
H 9.1620 -33.7616 23.1488
H 7.6785 -32.0447 24.2966
H 6.7597 -33.5409 23.8564
H 6.4942 -32.2462 22.9295
C 4.9987 -32.3491 8.5153
F 5.6092 -33.5394 8.4894
F 4.3232 -32.2459 9.7707
F 5.9772 -31.4505 8.5444
S 3.8409 -32.0582 7.0555
O 3.7207 -30.6318 7.0784
O 4.6322 -32.5304 6.0217
O 2.6257 -32.8249 7.3041
C 2.6817 -24.1215 12.9677
F 3.1060 -23.1416 12.1714
F 2.6507 -23.7176 14.2064
F 1.4035 -24.4138 12.7104
S 3.8243 -25.5936 12.6336
O 3.5977 -25.7832 11.2227
O 5.1478 -25.2602 13.1175
O 3.2571 -26.6464 13.4319
C 2.9443 -33.6726 16.3444
F 4.0440 -34.3747 16.4171
F 1.9347 -34.5348 16.4363
F 2.7888 -32.8456 17.4146
S 2.8109 -32.5370 14.8832
O 4.0218 -31.7704 15.0791
O 2.7646 -33.4754 13.7599
O 1.6135 -31.7850 15.0382
C 6.1785 -35.7785 13.6486
F 5.6756 -34.5989 13.9195
F 5.3650 -36.7029 14.0180
F 6.3689 -35.8591 12.3094
S 7.8357 -35.9282 14.5008
O 8.5040 -37.1654 14.1174
O 8.5274 -34.7553 13.9499
O 7.3097 -35.8668 15.8396
C 10.0165 -32.3452 8.9837
F 10.8549 -31.7656 8.1343
F 9.0467 -31.4563 9.1763
F 9.5511 -33.4220 8.3092
S 10.8043 -32.8044 10.6121
O 11.6486 -33.9694 10.3209
O 11.5717 -31.6342 10.9509
O 9.6574 -33.0546 11.4508
*
```

Output
HOMO energy   -13.5 eV
LUMO   -4.5 eV